Density functional theory data (the ωB97M-V functional and the def2-TZVPD basis) for a structure of composition C8H10KN2O.

Each line ends with the Löwdin charge.
CARTESIAN COORDINATES (ANGSTROEM)
K -0.22 -0.75 -2.45  0.957
N -3.51 1.50 4.61  0.195
C -3.05 1.18 3.61  -0.149
C -2.46 0.78 2.35  -0.199
C -1.90 -0.48 2.20  0.008
C -1.34 -0.81 0.98  -0.124
N -1.32 0.02 -0.07  -0.040
C -1.86 1.23 0.09  -0.125
C -2.44 1.66 1.27  0.009
H -1.89 -1.19 3.02  0.131
H -0.90 -1.79 0.85  0.115
H -1.84 1.90 -0.76  0.115
H -2.87 2.65 1.36  0.131
C 2.93 0.20 -1.45  -0.077
C 3.00 -0.97 -2.41  -0.275
O 1.89 -1.89 -2.20  -0.251
H 3.78 0.87 -1.61  0.093
H 2.96 -0.13 -0.41  0.089
H 2.03 0.80 -1.58  0.055
H 3.93 -1.51 -2.32  0.125
H 2.93 -0.65 -3.45  0.118
H 2.17 -2.63 -1.66  0.100

Computed properties:
Gap between HOMO and LUMO = 0.379 Eh
HOMO level = -0.503 Eh
DFT total energy = -1095.33461 Eh
Total charge = +1
ΔE to the lowest compared entry with this formula, charge and spin = 6.29 kJ/mol